1.
Computed, not measured: 6 unconnected molecules or ions with the total composition C22H42N6O7 in a non-equilibrium geometry, with wB97M-V/def2-TZVPD.

Its SMILES is O=C(O)Nc1ccccc1.CN(C)C=O.CN(C)C=O.CN(C)C=O.CN(C)C=O.CN(C)C=O. The value obtained for the HOMO energy is -0.3101 Eh. For the relative energy (zero: lowest compared OMol25 entry of this formula, charge and spin), the calculation gives 695.1 kJ/mol. The lowest unoccupied orbital energy comes out at 0.2 eV. The molecular weight is 502.61 g/mol. The multiplicity is 1.

Geometry as XYZ:
```
77
Properties=species:S:1:pos:R:3:forces:R:3
O -3.48857 8.07726 -3.16334 1.414 -3.963 2.166
C -3.21926 6.98310 -2.60564 -1.378 4.434 -1.377
O -4.31485 6.26993 -2.02489 2.112 0.223 0.080
N -1.82187 6.45126 -2.60555 -3.081 -2.397 1.033
C -2.00510 4.96032 -2.48659 -0.015 -3.742 -0.464
C -2.13034 4.19336 -3.83565 -0.244 -2.075 3.399
C -2.34872 2.65087 -3.80482 0.119 2.304 3.726
C -2.46814 1.93995 -2.41860 0.534 2.903 -0.108
C -2.34134 2.69898 -1.05626 0.318 2.494 -3.215
C -2.10601 4.23708 -1.09488 -0.212 -1.816 -3.908
H -4.78018 6.82605 -1.36201 0.511 -0.026 -1.010
H -1.31867 6.74938 -1.75625 -0.484 0.247 -0.525
H -2.07345 4.73583 -4.83953 -0.018 -0.730 1.774
H -2.44011 2.07616 -4.78541 0.150 0.844 1.674
H -2.64615 0.81272 -2.38203 0.348 1.831 -0.026
H -2.44421 2.19464 -0.02876 0.119 0.633 -1.999
H -1.99955 4.90058 -0.17727 -0.211 -1.203 -1.217
C -4.48041 -1.31886 -1.86164 -0.075 -0.259 -0.266
O -3.49937 -1.29592 -1.13838 -0.310 -0.171 -0.451
N -4.67814 -2.18368 -2.89630 -0.050 0.576 0.557
C -5.87470 -2.14748 -3.71207 0.218 -0.145 0.008
C -3.65762 -3.17180 -3.19013 0.165 0.138 0.229
H -5.31401 -0.61159 -1.72491 -0.037 -0.017 -0.061
H -6.38511 -3.11133 -3.63910 -0.122 0.099 -0.130
H -5.59208 -1.96166 -4.75139 -0.204 -0.014 -0.016
H -6.55100 -1.35876 -3.37897 0.129 -0.058 0.023
H -3.50775 -3.80410 -2.31148 0.117 -0.040 -0.131
H -2.71889 -2.66068 -3.41780 0.026 -0.184 0.010
H -3.95491 -3.78843 -4.03928 -0.053 0.130 0.099
C 1.03113 -2.43115 -0.20786 -0.579 -0.061 0.423
O 1.05519 -1.51360 -1.00861 0.002 -0.120 0.108
N 0.02046 -2.68839 0.66758 0.875 -0.086 -0.406
C 0.06834 -3.80290 1.59054 -0.124 0.236 -0.105
C -1.14278 -1.81770 0.67674 0.167 0.184 -0.319
H 1.86282 -3.15138 -0.13034 -0.009 -0.117 0.106
H -0.78103 -4.46314 1.39633 0.077 -0.090 0.164
H 0.00811 -3.42165 2.61319 -0.001 -0.203 0.038
H 0.99466 -4.36815 1.47357 -0.060 0.094 -0.037
H -1.60725 -1.83175 -0.30909 -0.047 0.128 0.250
H -0.82274 -0.79665 0.89899 -0.180 -0.013 -0.015
H -1.86319 -2.14779 1.42619 0.139 -0.033 -0.084
C -3.77349 2.71223 2.62811 -0.345 0.232 0.011
O -3.74017 1.80267 1.81969 -0.178 0.233 0.118
N -4.79994 3.59693 2.77521 0.679 -0.364 0.090
C -4.76788 4.65636 3.76252 -0.174 -0.110 -0.192
C -5.96159 3.47347 1.91503 0.145 -0.238 -0.159
H -2.94241 2.89427 3.32857 -0.028 0.085 0.056
H -5.61298 4.53350 4.44480 0.089 0.178 0.076
H -4.84664 5.62052 3.25358 0.006 0.067 0.198
H -3.83944 4.62907 4.33507 -0.071 -0.061 -0.101
H -6.40945 2.48700 2.05743 -0.078 0.097 -0.133
H -5.64710 3.56804 0.87261 -0.166 -0.050 0.008
H -6.69493 4.24643 2.14871 0.153 -0.058 0.056
C 5.48021 -2.38283 -0.24380 -0.127 -0.296 -0.430
O 6.46042 -2.35822 0.48003 -0.112 -0.184 -0.376
N 5.28641 -3.24968 -1.27698 -0.034 0.550 0.594
C 4.09068 -3.21680 -2.09478 0.164 -0.055 0.041
C 6.30924 -4.23612 -1.56732 0.156 0.147 0.247
H 4.64476 -1.67700 -0.11001 -0.056 -0.032 -0.087
H 3.58306 -4.18236 -2.02002 -0.115 0.079 -0.149
H 4.37515 -3.03208 -3.13372 -0.206 -0.027 -0.014
H 3.41150 -2.42845 -1.76410 0.073 -0.029 -0.032
H 6.45899 -4.86671 -0.68743 0.129 -0.040 -0.134
H 7.24725 -3.72358 -1.79424 0.023 -0.189 0.010
H 6.01455 -4.85467 -2.41595 -0.058 0.137 0.098
C 8.84747 -2.60337 5.20427 -0.213 0.427 -0.283
O 9.70211 -2.19242 5.96838 -0.140 0.092 -0.174
N 8.15186 -1.83979 4.31539 0.292 -0.701 0.595
C 7.14589 -2.40315 3.43525 0.253 0.297 -0.055
C 8.42587 -0.41795 4.24709 0.196 -0.090 0.210
H 8.56233 -3.66755 5.17446 -0.081 -0.009 -0.081
H 7.43623 -2.22062 2.40056 -0.270 -0.116 0.101
H 6.18642 -1.91908 3.63650 -0.066 -0.119 -0.159
H 7.04481 -3.47816 3.59421 0.078 0.103 0.062
H 9.47817 -0.26763 3.99361 -0.084 0.165 0.043
H 8.23369 0.03141 5.22464 0.084 0.123 -0.108
H 7.79572 0.05738 3.49430 0.035 -0.172 0.057
```
Forces are in eV/Å.

2.
Computed, not measured: a single C5H12O molecule in a non-equilibrium geometry, with wB97M-V/def2-TZVPD.

Its SMILES is CC(C)CCO. The value obtained for the HOMO energy is -0.3763 Eh. For the relative energy (zero: lowest compared OMol25 entry of this formula, charge and spin), the calculation gives 53.5 kJ/mol. The lowest unoccupied orbital energy comes out at 1.0 eV. The molecular weight is 88.15 g/mol. The multiplicity is 1.

Geometry as XYZ:
```
18
Properties=species:S:1:pos:R:3:forces:R:3
C 1.28153 1.32268 0.54364 0.481 -0.033 0.087
O 1.85718 1.65212 -0.73400 -0.136 -0.398 0.375
C -0.12352 0.83954 0.40226 -1.288 -0.720 -1.289
C -0.36110 -0.44099 -0.43682 0.975 -0.089 -0.679
C -1.84941 -0.62020 -0.67541 -0.944 0.662 -0.042
C 0.20890 -1.66328 0.25708 0.675 -0.154 0.500
H 1.27849 2.26078 1.10035 -0.021 -0.203 0.542
H 1.87307 0.54657 1.06274 0.070 0.406 -0.116
H 2.67968 2.09705 -0.50721 0.034 -0.011 -0.345
H -0.69016 1.60577 -0.15561 -0.039 0.041 0.732
H -0.58895 0.55397 1.35489 0.171 0.870 0.171
H 0.15089 -0.26265 -1.40460 -0.272 -0.333 0.313
H -2.22489 0.23787 -1.25257 -0.055 -0.085 0.294
H -2.21136 -1.48971 -1.21983 0.703 -0.334 -0.237
H -2.42437 -0.68152 0.26197 0.292 0.308 0.004
H 0.05460 -2.59831 -0.27946 -0.523 -0.003 0.044
H -0.20372 -1.69583 1.27556 -0.162 -0.398 -0.222
H 1.29314 -1.66386 0.40701 0.039 0.476 -0.131
```
Forces are in eV/Å.

3.
Computed, not measured: a molecular structure, C4H6LiMgO2 in a non-equilibrium geometry, with wB97M-V/def2-TZVPD.

The value obtained for the HOMO energy (spin up / spin down) is -0.2177 / -0.2603 Eh. For the relative energy (zero: lowest compared OMol25 entry of this formula, charge and spin), the calculation gives 241.6 kJ/mol. The lowest unoccupied orbital energy (spin up / spin down) comes out at -0.2 / -0.4 eV. The molecular weight is 117.34 g/mol. The multiplicity is 2.

Geometry as XYZ:
```
14
Properties=species:S:1:pos:R:3:forces:R:3
O 1.19520 -1.70958 0.87315 -0.625 0.888 -0.594
C 0.83268 -1.60132 -0.37678 1.467 1.144 1.220
C -0.59897 -1.45147 -0.58482 -0.244 2.155 0.618
Mg 2.67605 -0.00934 -0.03472 -1.059 -0.788 -0.092
Li 0.10738 -0.32597 2.17571 0.308 -0.193 -0.822
H -1.20084 -1.87990 0.24084 0.052 -0.033 -0.409
H -0.96398 -1.66897 -1.59560 0.012 0.185 0.399
C -0.10878 1.23709 0.63554 -0.243 -1.113 2.660
C -0.87356 0.41748 -0.30149 -0.847 -1.772 -2.595
O 1.23252 1.55952 0.16711 0.516 -0.230 -0.601
H -0.60706 2.18337 0.88237 -0.064 -0.348 -0.110
H -1.93746 0.18763 -0.19245 0.047 0.783 1.206
H -0.94707 0.94006 -1.27131 0.700 -0.828 -0.638
H 1.19389 2.12141 -0.61754 -0.020 0.149 -0.242
```
Forces are in eV/Å.

4.
Computed, not measured: a single C3H5NS molecule in a non-equilibrium geometry, with wB97M-V/def2-TZVPD.

Its SMILES is N/C=C/C=S. The value obtained for the HOMO energy is -0.2951 Eh. For the relative energy (zero: lowest compared OMol25 entry of this formula, charge and spin), the calculation gives 59.9 kJ/mol. The lowest unoccupied orbital energy comes out at -0.1 eV. The molecular weight is 87.15 g/mol. The multiplicity is 1.

Geometry as XYZ:
```
10
Properties=species:S:1:pos:R:3:forces:R:3
C 0.41143 -0.46180 0.06334 1.341 -0.935 0.093
C -0.27160 0.68006 0.06618 0.491 1.108 -0.732
C -1.64961 0.62876 -0.03911 -2.802 -0.008 0.431
H 2.11323 -1.52489 0.08000 -0.283 1.079 -0.392
H 2.41587 0.13045 0.09165 -0.403 0.292 -0.213
H -0.11211 -1.42122 0.20244 0.115 0.635 -0.235
H 0.13458 1.65576 -0.17351 0.618 -0.146 0.341
H -2.17325 1.59920 -0.09166 0.333 -0.351 -0.090
N 1.74699 -0.58489 -0.15579 0.734 -1.826 0.821
S -2.61553 -0.70146 -0.04354 -0.143 0.152 -0.023
```
Forces are in eV/Å.